This record from OMol25 describes the ion C3H8ClN2 with charge +1 in a non-equilibrium geometry. The level of theory is ωB97M-V with the def2-TZVPD basis set.

Geometry as XYZ:
```
14
Properties=species:S:1:pos:R:3:forces:R:3
Cl -2.948 0.153 -0.388 0.382 -0.036 0.386
N -0.464 0.521 0.236 -1.189 -3.426 0.540
N -1.688 0.138 0.830 -0.594 -0.663 0.210
C 0.460 -0.350 -0.046 1.927 3.078 0.034
C 0.633 -1.795 0.068 -0.909 -1.140 -2.979
C -0.360 1.893 -0.139 -0.103 3.863 0.809
H -1.698 -0.830 1.264 0.559 1.412 -0.980
H -1.159 2.679 0.201 1.018 -2.383 -0.160
H 0.415 -2.156 1.046 -0.627 -0.664 0.557
H 1.380 0.246 -0.316 -0.860 -0.890 -0.179
H 0.577 2.313 0.259 -0.219 -0.336 -0.063
H 0.061 -2.327 -0.857 0.711 1.067 2.468
H 1.667 -2.055 -0.178 -0.068 0.320 0.303
H -0.317 2.000 -1.196 -0.026 -0.201 -0.946
```
Forces are in eV/Å.

* multiplicity: 1
* Kohn-Sham gap: 9.51 eV
* structure (SMILES): C/C=[N+](/C)NCl
* LUMO energy: -5.2 eV
* E_HOMO: -0.541 hartree
* energy relative to the best compared isomer or geometry (same formula, charge and spin): 3.368 eV
* total charge: +1



This record from OMol25 describes the molecule C3H4BrNO in a non-equilibrium geometry. The level of theory is ωB97M-V with the def2-TZVPD basis set.

Geometry as XYZ:
```
10
Properties=species:S:1:pos:R:3:forces:R:3
Br -2.641 -0.320 0.030 1.300 0.124 0.687
O -0.319 1.285 0.410 0.265 -0.823 -0.053
N 1.286 0.070 -0.661 0.448 1.668 -0.041
C -0.715 -0.112 0.544 -1.272 2.128 -4.001
C 0.917 1.195 -0.186 -1.490 -2.093 -0.618
C 0.237 -0.853 -0.374 -1.062 -2.068 0.221
H 0.598 -1.661 0.265 0.399 -0.230 -0.318
H 1.372 2.124 -0.283 1.103 1.335 -0.117
H -0.259 -1.387 -1.233 0.682 1.021 0.444
H -0.475 -0.341 1.488 -0.374 -1.064 3.796
```
Forces are in eV/Å.

* multiplicity: 1
* Kohn-Sham gap: 10.80 eV
* structure (SMILES): Br[C@H]1CN=CO1
* LUMO energy: 0.7 eV
* E_HOMO: -0.371 hartree
* energy relative to the best compared isomer or geometry (same formula, charge and spin): 0.772 eV



This record from OMol25 describes a cluster of 2 separate species, CHBrF2O in total in a non-equilibrium geometry. The level of theory is ωB97M-V with the def2-TZVPD basis set.

Geometry as XYZ:
```
6
Properties=species:S:1:pos:R:3:forces:R:3
Br -0.972 -1.648 -1.468 1.112 0.478 0.927
F -0.930 2.308 0.974 -1.215 0.967 0.622
F 1.576 -1.420 -0.537 0.225 0.050 0.177
O 0.154 -0.192 0.654 0.455 0.193 0.345
C 0.410 -0.932 -0.206 -1.676 -0.855 -1.541
H -0.238 1.884 0.582 1.101 -0.834 -0.529
```
Forces are in eV/Å.

* multiplicity: 1
* Kohn-Sham gap: 11.53 eV
* structure (SMILES): O=C(F)Br.F
* LUMO energy: 0.0 eV
* E_HOMO: -0.425 hartree
* energy relative to the best compared isomer or geometry (same formula, charge and spin): 0.282 eV



This record from OMol25 describes a cluster of 4 separate species, C32H65N4O8PS in total in a non-equilibrium geometry. The level of theory is ωB97M-V with the def2-TZVPD basis set.

Geometry as XYZ:
```
111
Properties=species:S:1:pos:R:3:forces:R:3
S -6.539 1.402 2.491 -1.389 0.829 -0.819
P -5.580 -0.438 3.142 2.156 -1.574 0.833
O 3.645 0.401 1.603 0.739 -0.348 -0.083
O -3.529 -1.278 0.073 -0.552 -0.566 0.605
O -4.592 3.273 2.332 -0.598 -0.006 -1.514
O 2.574 -1.490 -4.336 -0.050 0.514 -0.643
O -11.123 2.044 3.645 -0.320 -0.456 3.343
O -4.946 -0.156 4.433 -0.353 0.420 0.067
O -5.279 4.204 4.137 0.661 -0.336 -0.063
O -11.060 3.165 1.804 0.483 -0.711 -0.882
N -2.814 -2.227 -0.462 -0.140 3.003 -0.342
N 3.698 -0.825 -4.349 -1.366 -2.021 1.593
N -5.012 3.170 3.704 -0.773 0.298 1.153
N 4.334 1.108 2.455 -2.724 -0.072 -1.008
C -1.209 -1.597 1.368 -0.702 0.266 0.119
C 3.418 -0.571 4.079 -0.106 -0.237 -0.664
C -0.583 -3.300 -0.238 0.032 -0.211 -0.322
C 5.560 3.275 2.622 0.054 0.060 0.324
C 4.403 2.509 1.942 1.457 1.606 -0.096
C 4.783 1.258 4.893 0.137 0.346 0.069
C -7.911 0.999 1.299 0.343 -1.206 0.099
C -1.381 -1.985 -0.108 1.835 -1.253 0.715
C 4.061 -0.762 -1.864 0.163 -0.483 0.042
C 3.736 0.036 -3.131 0.738 1.941 0.582
C 3.092 3.273 2.158 -0.447 -0.214 0.261
C -2.507 -1.172 -2.723 0.376 0.416 0.295
C -10.904 2.001 2.507 0.311 0.451 -2.538
C -10.464 0.719 1.776 -0.424 0.267 0.087
C 2.462 1.722 4.031 -0.247 0.358 -0.441
C -5.270 2.324 1.498 1.852 0.057 0.587
C -3.156 -2.302 -1.916 -0.358 -1.556 -1.568
C -9.026 0.287 2.130 0.216 -0.216 -0.303
C 5.165 -2.551 -3.239 -0.296 0.102 0.540
C 4.772 1.168 -3.304 0.332 -0.005 -0.073
C 6.060 -1.076 -5.075 0.199 0.269 0.191
C -4.672 -2.269 -2.147 -0.232 0.356 0.612
C 2.415 0.779 -2.919 -0.548 -0.371 -0.301
C -0.731 -0.893 -0.967 -0.369 0.357 -0.481
C -1.011 -1.035 -2.460 -0.006 -0.104 0.025
C 5.296 -1.645 -2.017 -0.016 0.002 -0.087
C 3.742 0.905 3.810 0.733 -0.284 2.074
C 4.760 2.552 0.451 -0.262 -0.614 -0.229
C 4.491 -2.842 -5.613 -0.724 -0.007 0.031
C -2.723 -3.664 -2.501 0.312 -0.162 0.032
C 2.577 3.179 3.591 0.050 -0.033 0.011
C 4.812 -1.802 -4.531 1.910 -0.139 -1.117
H 2.178 1.686 5.086 0.165 -0.168 0.008
H 4.932 2.327 5.027 0.050 -0.007 -0.094
H -4.503 1.619 1.129 -0.588 0.079 -0.108
H -5.171 -3.069 -1.595 0.035 0.016 0.003
H 0.349 -0.888 -0.801 -0.057 -0.146 0.188
H 5.698 2.025 0.256 -0.042 -0.027 0.020
H -10.864 3.015 0.866 -0.206 0.187 0.171
H 3.699 -3.527 -5.310 -0.082 0.166 0.001
H 4.466 0.884 5.868 -0.119 -0.082 -0.117
H -1.616 -0.608 1.589 -0.096 -0.066 -0.057
H -8.831 0.404 3.212 -0.397 0.133 -0.375
H -5.121 -1.318 -1.857 0.096 -0.030 0.116
H 5.317 3.645 3.615 0.014 -0.114 0.032
H 6.791 -1.795 -5.447 -0.152 -0.106 0.029
H -1.093 0.090 -0.644 -0.097 -0.085 0.101
H 6.586 -0.488 -4.327 -0.083 0.064 -0.007
H 4.191 -2.362 -6.547 -0.018 0.015 0.053
H 5.415 -2.259 -1.121 0.020 0.032 -0.018
H -1.664 -3.720 -2.741 0.008 0.003 0.114
H -2.992 -0.218 -2.483 -0.076 -0.082 0.126
H 0.390 -3.207 0.247 -0.090 0.165 0.052
H -3.241 -3.861 -3.440 -0.094 0.159 0.070
H -1.691 -2.323 2.028 0.005 0.001 -0.037
H -8.951 -0.796 1.934 0.038 0.431 0.051
H -0.630 -0.157 -2.984 0.011 -0.062 -0.017
H -11.135 -0.075 2.144 0.189 0.390 -0.127
H 3.227 4.323 1.890 0.205 -0.077 -0.076
H 5.369 -3.454 -5.821 0.108 0.181 0.138
H 3.227 3.734 4.273 0.027 -0.020 -0.030
H 4.586 1.973 -2.591 -0.157 -0.111 0.021
H 3.984 2.117 -0.178 0.023 -0.126 0.132
H -4.591 -0.787 2.167 -0.793 0.309 -0.376
H 5.798 -0.420 -5.908 -0.052 0.002 0.058
H -2.673 -1.335 -3.790 -0.138 -0.186 0.083
H 4.207 -0.081 -1.022 -0.110 0.119 -0.115
H 4.287 -1.206 3.896 -0.019 0.042 -0.036
H 2.489 1.463 -2.072 0.280 -0.065 -0.021
H 4.717 1.604 -4.304 -0.001 -0.081 0.002
H -5.738 2.888 0.678 -0.267 -0.416 0.351
H 5.748 0.800 4.670 -0.036 0.031 -0.065
H -2.968 -4.482 -1.820 0.030 0.057 0.024
H -0.467 -1.890 -2.869 0.001 0.026 -0.013
H 3.118 -0.709 5.118 0.092 0.233 0.016
H -7.461 0.280 0.593 -0.330 0.499 -0.013
H 1.596 3.657 3.656 0.036 0.003 0.026
H 6.201 -1.036 -2.088 -0.031 0.026 -0.022
H -10.665 0.823 0.697 0.434 -0.241 0.242
H 6.096 -3.107 -3.377 -0.037 0.053 -0.227
H -1.108 -4.126 0.246 -0.040 0.042 -0.039
H 2.592 -0.933 3.466 0.128 0.049 -0.128
H -0.152 -1.562 1.630 0.010 -0.095 -0.216
H 3.209 -1.398 -1.597 -0.058 0.031 -0.151
H -6.511 -1.510 3.216 -0.382 0.677 -0.572
H 4.884 3.584 0.122 0.013 0.032 0.240
H 1.588 0.104 -2.697 0.084 -0.085 -0.165
H -8.244 1.895 0.757 0.359 -0.035 0.477
H 6.455 2.654 2.693 -0.068 -0.034 0.016
H -0.369 -3.583 -1.265 -0.094 -0.007 -0.002
H 1.635 1.263 3.477 0.126 -0.095 -0.076
H 2.321 2.882 1.484 0.110 -0.133 -0.028
H 5.828 4.160 2.043 -0.116 -0.095 -0.121
H 5.798 0.855 -3.121 -0.011 -0.055 -0.102
H 2.149 1.371 -3.799 0.008 -0.067 -0.015
H 4.392 -3.299 -3.027 -0.084 0.081 -0.125
H -4.895 -2.406 -3.205 0.232 -0.070 0.010
```
Forces are in eV/Å.

* multiplicity: 4
* Kohn-Sham gap (spin up / spin down): 5.88 / 6.66 eV
* ⟨S²⟩: 3.76
* LUMO energy (spin up / spin down): -4.0 / -4.0 eV
* E_HOMO (spin up / spin down): -0.365 / -0.393 hartree
* energy relative to the best compared isomer or geometry (same formula, charge and spin): 0.822 eV
* total charge: +1



This record from OMol25 describes the molecule C3H7N3O3S in a non-equilibrium geometry. The level of theory is ωB97M-V with the def2-TZVPD basis set.

Geometry as XYZ:
```
17
Properties=species:S:1:pos:R:3:forces:R:3
S 0.538 1.370 0.318 5.227 0.279 3.581
O 1.961 1.430 0.697 -1.449 -0.539 -0.619
O 0.162 2.245 -0.687 -1.801 2.456 -2.210
O -0.158 -0.176 -1.675 0.703 0.494 1.197
N -1.424 -0.523 0.285 0.941 0.348 -1.794
N -2.161 -0.174 -0.641 -0.045 -0.158 2.226
N -0.255 1.614 1.768 -0.570 1.986 -2.493
C 0.134 -0.281 -0.295 -2.636 -0.563 -1.006
C -1.469 0.328 -1.783 -0.468 -0.868 -2.126
C 1.179 -1.305 0.030 -0.111 -0.194 -0.257
H 0.735 -2.180 0.452 -0.594 -0.472 0.683
H -1.611 1.404 -1.933 0.440 -0.003 0.768
H -1.947 -0.089 -2.691 0.410 -0.228 0.424
H 1.669 -1.724 -0.856 0.056 0.771 -0.013
H 0.230 2.158 2.457 0.683 0.244 -0.165
H -0.433 0.739 2.076 -1.208 -3.354 1.810
H 1.875 -0.861 0.728 0.422 -0.200 -0.005
```
Forces are in eV/Å.

* multiplicity: 1
* Kohn-Sham gap: 10.35 eV
* structure (SMILES): C[C@]1(S(N)(=O)=O)N=NCO1
* LUMO energy: 0.2 eV
* E_HOMO: -0.372 hartree
* energy relative to the best compared isomer or geometry (same formula, charge and spin): 1.095 eV



This record from OMol25 describes the molecule C22H26N2O4. The level of theory is ωB97M-V with the def2-TZVPD basis set.

Geometry as XYZ:
```
54
Properties=species:S:1:pos:R:3:forces:R:3
O -1.338 0.083 -2.296 -0.028 0.127 -0.144
O -2.728 -4.003 -0.904 0.021 -0.275 0.002
O 2.741 0.557 1.678 -0.130 -0.053 -0.387
O 2.181 1.234 -0.764 0.077 -0.287 0.411
N -2.017 -0.191 0.767 -0.126 -0.405 0.094
N -1.793 -2.091 -1.740 0.200 -0.199 -0.323
C 1.305 -0.972 -1.271 0.162 0.185 0.053
C -0.693 3.247 0.380 0.086 0.029 0.203
C 0.365 -3.260 -1.773 -0.075 0.071 -0.081
C -1.907 -0.725 -1.609 -0.288 0.210 0.083
C 2.116 -0.392 0.927 0.131 0.075 -0.073
C -1.413 2.097 0.109 -0.120 -0.184 -0.102
C 3.087 0.236 3.000 0.059 -0.065 0.160
C -2.817 -0.467 -0.405 -0.075 0.237 0.149
C 1.141 -2.555 0.507 -0.110 -0.078 -0.233
C -3.545 -1.798 -0.227 -0.018 0.054 0.062
C -0.810 -2.720 -2.597 0.195 -0.218 -0.025
C -1.300 0.990 0.943 0.101 0.279 0.109
C -0.474 1.082 2.063 -0.047 -0.003 -0.012
C -2.672 -2.804 -0.953 -0.240 0.229 0.150
C 1.740 -1.646 1.372 0.140 0.290 0.186
C 0.986 4.553 1.726 0.150 -0.079 -0.165
C 0.944 -2.242 -0.824 -0.021 -0.194 0.175
C 1.750 1.705 -2.019 -0.127 0.081 -0.271
C 0.229 2.237 2.328 -0.096 -0.022 -0.134
C 1.851 -0.034 -0.414 0.099 0.094 0.092
C 2.294 4.443 0.941 -0.061 0.143 0.188
C 0.141 3.336 1.484 -0.105 0.205 0.078
H -0.780 4.089 -0.292 -0.018 0.115 -0.072
H -0.483 -1.959 -3.308 -0.078 -0.085 0.034
H 1.138 -3.597 -2.469 -0.030 -0.085 -0.014
H 2.968 5.257 1.199 0.116 0.073 -0.043
H -0.393 0.228 2.723 -0.009 -0.070 0.095
H -1.293 -3.540 -3.133 0.044 0.123 -0.004
H 0.850 -3.526 0.883 -0.019 -0.118 0.011
H 2.305 1.232 -2.837 -0.021 0.005 0.032
H 0.023 -4.126 -1.204 0.054 -0.008 -0.051
H 0.863 2.289 3.201 0.093 -0.003 0.109
H 0.678 1.540 -2.160 0.055 -0.002 0.015
H -2.037 2.062 -0.770 -0.021 -0.039 -0.097
H 3.599 1.113 3.392 -0.029 -0.068 0.027
H 2.780 3.494 1.153 0.092 -0.099 -0.020
H 1.151 -0.717 -2.306 -0.049 0.109 -0.110
H -3.485 0.381 -0.577 0.071 -0.136 -0.108
H 0.449 5.454 1.419 -0.011 0.015 0.098
H 1.211 4.637 2.792 -0.065 0.059 0.008
H 1.958 2.773 -2.019 -0.005 -0.037 -0.043
H 3.763 -0.625 3.042 -0.052 0.025 -0.001
H -3.677 -2.072 0.819 0.015 -0.004 -0.042
H 2.094 4.484 -0.127 0.021 -0.020 -0.144
H 1.907 -1.937 2.397 0.052 0.034 0.118
H 2.203 0.030 3.614 0.001 -0.014 -0.009
H -1.528 -1.003 1.122 0.006 0.015 -0.017
H -4.529 -1.791 -0.700 0.031 -0.031 -0.019
```
Forces are in eV/Å.

* multiplicity: 1
* Kohn-Sham gap: 8.30 eV
* structure (SMILES): CCc1ccc(N[C@@H]2CC(=O)N(CCc3ccc(OC)c(OC)c3)C2=O)cc1
* LUMO energy: 0.8 eV
* E_HOMO: -0.278 hartree
* energy relative to the best compared isomer or geometry (same formula, charge and spin): 1.668 eV



In the order shown, the computed electronic energy values come out to -688.4387, -2820.6850, -2887.6877, -2818.1821, -906.5835, -1264.4377 hartree.